Density functional theory data (ωB97M-V/def2-TZVPD) for a cluster of 2 separate species, C2H7NO in total in a non-equilibrium geometry.

Positions of all 11 atoms, in Å:
N  -1.6588  -2.5394  0.0315
H  -2.2538  -2.6073  -0.7712
H  -2.0256  -1.8293  0.6311
H  -1.4457  -3.3409  0.5927
C  1.7637  1.0330  0.5915
C  0.9172  1.0018  -0.4392
O  -0.4026  1.1932  -0.1313
H  2.8198  1.1153  0.3668
H  1.4605  1.0827  1.6244
H  1.1738  0.6871  -1.4401
H  -1.0074  1.0386  -0.8564

Summary:
HOMO-LUMO gap = 9.571 eV
SMILES = C=CO.N
maximum force = 0.03357 hartree/bohr
HOMO = -8.752 eV
ΔE to the lowest compared entry with this formula, charge and spin = 30.7 kcal per mole

Density functional theory data (ωB97M-V/def2-TZVPD) for the molecule C2H7NO in a non-equilibrium geometry.

Positions of all 11 atoms, in Å:
C  -0.2090  -0.5477  0.5823
C  -0.6672  -0.0394  -0.6735
H  0.2528  1.0879  1.8121
H  1.2999  0.5710  0.4812
H  -1.0348  -0.7230  1.1910
H  0.4606  -1.3923  0.3606
H  -1.2500  0.9389  -0.4071
H  -1.0590  -0.6704  -1.5684
H  0.9818  -0.0480  -1.8256
N  0.6835  0.2750  1.2181
O  0.5414  0.5480  -1.1706

Summary:
HOMO-LUMO gap = 9.719 eV
SMILES = NCCO
maximum force = 0.10555 hartree/bohr
HOMO = -8.807 eV
ΔE to the lowest compared entry with this formula, charge and spin = 47.7 kcal per mole

Density functional theory data (ωB97M-V/def2-TZVPD) for a cluster of 2 separate species, C2H7NO2 in total in a non-equilibrium geometry.

Positions of all 12 atoms, in Å:
C  -1.5508  -1.0255  -0.5236
C  -0.4359  -0.2172  -1.1396
N  0.1950  0.9085  -0.5326
O  -0.3684  -0.4890  -2.3261
H  -2.4021  -0.8556  -1.2400
H  -1.8898  -0.4193  0.3675
H  -1.2943  -2.0064  -0.2192
H  0.6632  0.9068  0.3796
H  0.4074  1.6063  -1.2469
H  2.1894  -0.2667  2.3334
H  2.5777  1.2802  2.2065
O  1.9088  0.5778  1.9410

Summary:
HOMO-LUMO gap = 9.646 eV
SMILES = CC(N)=O.O
maximum force = 0.08363 hartree/bohr
HOMO = -9.227 eV
ΔE to the lowest compared entry with this formula, charge and spin = 29.7 kcal per mole

Density functional theory data (ωB97M-V/def2-TZVPD) for a cluster of 2 separate species, C2H7NO2 in total in a non-equilibrium geometry.

Positions of all 12 atoms, in Å:
O  -1.2363  -0.8611  1.0234
C  -1.5080  -0.1089  0.1388
C  -0.3708  0.3794  -0.7616
N  -0.5639  1.6917  -1.2553
H  -2.5648  0.2586  0.0897
H  0.4194  0.5033  -0.0221
H  -0.2203  -0.3536  -1.5242
H  -0.3434  2.5206  -0.5977
H  -0.1840  1.9857  -2.0769
H  2.0228  -1.5389  2.3015
H  2.6210  -2.1811  0.9768
O  1.9284  -2.2957  1.7075

Summary:
HOMO-LUMO gap = 9.961 eV
SMILES = NCC=O.O
maximum force = 0.08664 hartree/bohr
HOMO = -9.146 eV
ΔE to the lowest compared entry with this formula, charge and spin = 54.5 kcal per mole

Density functional theory data (ωB97M-V/def2-TZVPD) for a cluster of 2 separate species, C2H7NO2 in total in a non-equilibrium geometry.

Positions of all 12 atoms, in Å:
C  2.7122  -0.9148  0.0671
O  2.1237  -1.9856  -0.7628
H  3.3325  -1.4016  0.8442
H  1.8125  -0.4598  0.5849
H  2.9862  -0.1673  -0.7227
H  2.7561  -2.0657  -1.5190
C  -3.2755  0.9426  0.1595
N  -1.9865  1.1088  0.5951
O  -3.4996  0.6400  -0.9921
H  -3.8945  1.3959  0.9505
H  -1.3092  0.8897  -0.1069
H  -1.7579  2.0178  0.9023

Summary:
HOMO-LUMO gap = 10.896 eV
SMILES = NC=O.CO
maximum force = 0.06019 hartree/bohr
HOMO = -10.130 eV
ΔE to the lowest compared entry with this formula, charge and spin = 51.7 kcal per mole

Density functional theory data (ωB97M-V/def2-TZVPD) for a structure of composition C2H7NO2 in a non-equilibrium geometry.

Positions of all 12 atoms, in Å:
C  -0.7779  -0.6219  -0.8395
O  -0.2261  -1.9047  -0.5144
H  0.6443  -1.9711  -0.9256
H  -1.2520  -0.6450  -1.8343
H  -1.5953  -0.4911  -0.1264
H  0.3297  0.2229  -1.0892
N  0.5476  0.6704  1.5421
C  0.3946  1.1469  0.3021
O  1.3171  0.9808  -0.6075
H  1.1702  -0.1163  1.6626
H  -0.1700  0.8203  2.2352
H  -0.3822  1.9087  0.1949

Summary:
HOMO-LUMO gap = 8.628 eV
maximum force = 0.08350 hartree/bohr
HOMO = -8.011 eV
ΔE to the lowest compared entry with this formula, charge and spin = 96.7 kcal per mole

Density functional theory data (ωB97M-V/def2-TZVPD) for a structure of composition C2H7NO2 in a non-equilibrium geometry.

Positions of all 12 atoms, in Å:
C  1.4411  0.7534  -0.1848
C  0.3813  -0.1692  0.3309
N  -2.2464  -0.0707  0.1052
O  0.3036  -1.4109  -0.2052
O  -1.1374  0.6352  -0.2304
H  1.2945  0.9190  -1.2498
H  1.3784  1.7096  0.3208
H  2.4267  0.3166  -0.0192
H  0.2507  -0.2250  1.4065
H  -2.1742  -1.0320  -0.2316
H  -2.3826  -0.0738  1.1177
H  0.4644  -1.3520  -1.1601

Summary:
HOMO-LUMO gap (alpha / beta) = 5.176 / 8.788 eV
⟨S²⟩ = 2.01
multiplicity = 3
maximum force = 0.15966 hartree/bohr
HOMO (alpha / beta) = -4.215 / -10.418 eV
ΔE to the lowest compared entry with this formula, charge and spin = 0.0 kcal per mole

Density functional theory data (ωB97M-V/def2-TZVPD) for a cluster of 2 separate species, C2H7NO2S in total in a non-equilibrium geometry.

Positions of all 13 atoms, in Å:
C  0.7883  1.1504  -0.7288
C  0.2693  0.3397  0.3699
N  1.3797  -1.6443  0.7695
O  -1.1333  -1.0312  -1.4214
O  -2.2157  0.4875  0.3197
S  -1.1524  -0.8714  -0.0159
H  0.6955  0.6889  -1.7578
H  1.7869  1.5952  -0.6070
H  0.0694  2.0082  -0.6893
H  0.2761  0.5102  1.4007
H  0.6626  -2.3560  0.7740
H  1.5275  -1.3857  1.8410
H  -2.9538  0.5085  -0.2547

Summary:
HOMO-LUMO gap (alpha / beta) = 8.982 / 8.945 eV
maximum force = 0.11096 hartree/bohr
HOMO (alpha / beta) = -9.114 / -9.080 eV
ΔE to the lowest compared entry with this formula, charge and spin = 117.7 kcal per mole

Density functional theory data (ωB97M-V/def2-TZVPD) for the molecule C2H7NO2S in a non-equilibrium geometry.

Positions of all 13 atoms, in Å:
C  -1.4983  0.5950  1.0290
C  1.5078  0.0492  -1.3841
N  0.1607  -0.9053  0.2760
O  -0.1934  -0.0172  1.2842
O  1.5279  -0.4703  -0.1034
S  0.1064  -2.5233  0.8160
H  -1.9889  0.6665  1.9815
H  -2.0741  -0.0696  0.4081
H  -1.4019  1.5723  0.5737
H  0.9833  -0.6099  -1.9890
H  2.4692  0.1473  -1.7867
H  1.0507  1.0181  -1.5187
H  0.6894  -2.3785  1.9096

Summary:
HOMO-LUMO gap = 10.224 eV
SMILES = CON(S)OC
maximum force = 0.06510 hartree/bohr
HOMO = -9.347 eV
ΔE to the lowest compared entry with this formula, charge and spin = 120.4 kcal per mole

Density functional theory data (ωB97M-V/def2-TZVPD) for a cluster of 2 separate species, C2H7NO2S2 in total in a non-equilibrium geometry.

Positions of all 14 atoms, in Å:
N  -0.2398  -1.0845  -1.6782
C  0.3042  -2.3671  -1.4801
O  1.4557  -2.6731  -2.1838
O  -0.0891  -3.1466  -0.6430
H  0.5073  -0.4086  -1.8495
H  -0.8718  -0.8105  -0.9308
H  1.6107  -1.9700  -2.7926
C  0.1455  2.5432  1.3475
S  -1.1133  1.3815  0.6756
S  -1.8988  0.5003  2.3986
H  -0.4559  3.3472  1.9199
H  0.6316  2.8855  0.4729
H  0.7854  1.9393  1.9910
H  -0.7717  -0.1367  2.7523

Summary:
HOMO-LUMO gap (alpha / beta) = 2.846 / 7.651 eV
⟨S²⟩ = 0.75
multiplicity = 2
charge = -1
maximum force = 0.05618 hartree/bohr
HOMO (alpha / beta) = 0.293 / -4.485 eV

Density functional theory data (ωB97M-V/def2-TZVPD) for the molecule C2H7NO2S2 in a non-equilibrium geometry.

Positions of all 14 atoms, in Å:
C  1.6374  0.7368  0.0974
C  -1.9488  0.6174  0.5957
N  1.2929  -0.4428  -0.6719
O  -0.1714  -1.4344  0.9976
O  -0.0610  -2.4950  -1.2644
S  -1.6370  -0.1057  -1.1358
S  -0.0763  -1.3481  -0.4058
H  1.3100  0.5332  1.0640
H  2.6864  0.7772  -0.0655
H  1.1542  1.5190  -0.2968
H  -0.9767  1.1884  0.7710
H  -1.8900  -0.1315  1.3908
H  -2.9804  1.0709  0.5387
H  1.6607  -0.4857  -1.6152

Summary:
HOMO-LUMO gap = 9.822 eV
SMILES = CNS(=O)(=O)SC
maximum force = 0.07831 hartree/bohr
HOMO = -9.359 eV
ΔE to the lowest compared entry with this formula, charge and spin = 48.6 kcal per mole

Density functional theory data (ωB97M-V/def2-TZVPD) for a cluster of 2 separate species, C2H7NO3 in total in a non-equilibrium geometry.

Positions of all 13 atoms, in Å:
O  1.8243  1.5066  -0.1393
C  1.0224  1.1718  -0.9754
N  -0.3240  0.9940  -0.7516
C  -0.7839  0.7377  0.5664
O  -0.1577  -0.3931  1.1412
H  1.4029  0.9136  -1.9748
H  -0.8950  1.4559  -1.4170
H  -1.8483  0.4792  0.5607
H  -0.7506  1.5687  1.2762
H  0.5369  -0.0973  1.7559
H  0.6323  -2.9875  -0.4803
H  -0.5085  -2.2555  0.3709
O  -0.1510  -3.0942  0.0670

Summary:
HOMO-LUMO gap = 10.947 eV
SMILES = O=CNCO.O
maximum force = 0.04033 hartree/bohr
HOMO = -10.315 eV
ΔE to the lowest compared entry with this formula, charge and spin = 31.3 kcal per mole

Density functional theory data (ωB97M-V/def2-TZVPD) for a cluster of 2 separate species, C2H7NO3 in total in a non-equilibrium geometry.

Positions of all 13 atoms, in Å:
O  -0.0718  -0.2016  -1.1975
C  0.8114  -0.1328  -0.3460
O  2.0549  0.2862  -0.5173
C  0.6426  -0.7231  1.0120
N  -0.4134  -0.1559  1.8502
H  2.2785  0.2498  -1.4582
H  1.5590  -0.5359  1.5751
H  0.3944  -1.7543  0.8032
H  -1.1644  0.3325  1.3446
H  -0.1069  0.5169  2.5611
H  -3.1275  0.3994  -1.4177
H  -1.5850  0.2990  -0.9082
O  -2.4880  0.7594  -0.7374

Summary:
HOMO-LUMO gap = 9.990 eV
SMILES = NCC(=O)O.O
maximum force = 0.04626 hartree/bohr
HOMO = -9.583 eV
ΔE to the lowest compared entry with this formula, charge and spin = 22.5 kcal per mole

Density functional theory data (ωB97M-V/def2-TZVPD) for a cluster of 3 separate species, C2H7NO3 in total in a non-equilibrium geometry.

Positions of all 13 atoms, in Å:
C  -0.5431  0.8898  0.2648
N  -0.8300  -0.4343  -0.0264
C  -0.0851  -1.4868  0.5856
O  -0.1138  -2.5532  0.0647
O  -0.6789  0.1410  -2.3763
H  0.5291  0.9378  0.8266
H  -1.2779  1.2203  1.0152
H  -0.6161  1.4640  -0.6462
H  -0.7855  -0.5012  -1.1338
H  0.5326  -1.2353  1.4402
H  -0.2055  -0.2345  -3.1236
H  2.4300  1.1859  1.5557
O  1.6441  0.6064  1.5536

Summary:
HOMO-LUMO gap = 4.847 eV
maximum force = 0.09559 hartree/bohr
HOMO = -9.294 eV
ΔE to the lowest compared entry with this formula, charge and spin = 187.6 kcal per mole

Density functional theory data (ωB97M-V/def2-TZVPD) for a cluster of 2 separate species, C2H7NO3 in total in a non-equilibrium geometry.

Positions of all 13 atoms, in Å:
O  1.2501  0.1100  -0.4701
C  0.8170  1.2212  -0.6871
N  -0.1812  1.5866  -1.5329
C  -0.8848  0.6905  -2.3754
O  -0.2236  -0.4391  -2.6769
H  1.1697  2.0582  -0.0631
H  -0.5485  2.5134  -1.3361
H  -1.0925  1.2850  -3.3031
H  -1.9075  0.4797  -1.9826
H  0.7192  -0.4049  -2.4255
H  -0.7319  -2.6854  5.4429
H  -0.6721  -1.6528  6.4319
O  -0.5066  -2.6040  6.3908

Summary:
HOMO-LUMO gap (alpha / beta) = 9.052 / 3.355 eV
⟨S²⟩ = 0.77
multiplicity = 2
charge = +1
maximum force = 0.04432 hartree/bohr
HOMO (alpha / beta) = -13.249 / -13.249 eV
ΔE to the lowest compared entry with this formula, charge and spin = 40.9 kcal per mole

Density functional theory data (ωB97M-V/def2-TZVPD) for the ion C2H7NO3P with charge +1 in a non-equilibrium geometry.

Positions of all 14 atoms, in Å:
C  0.0706  0.1851  -0.5130
C  0.7278  -1.1366  -0.1518
N  -0.7945  0.6279  0.6081
O  -1.9943  -1.7035  0.4002
O  -0.5497  -3.9077  -0.0820
O  -0.9462  -3.3957  -1.4165
P  -0.8532  -2.3784  -0.2331
H  0.8085  0.9551  -0.7541
H  -0.5702  0.0485  -1.3895
H  1.1903  -1.1660  0.8260
H  1.4328  -1.4523  -0.9179
H  -0.2377  0.8397  1.4422
H  -1.4524  -0.1947  0.7939
H  -1.3491  1.4540  0.3626

Summary:
HOMO-LUMO gap = 11.704 eV
SMILES = [NH3+]CCP1(=O)OO1
charge = +1
maximum force = 0.05942 hartree/bohr
HOMO = -15.557 eV
ΔE to the lowest compared entry with this formula, charge and spin = 0.0 kcal per mole

Density functional theory data (ωB97M-V/def2-TZVPD) for a cluster of 2 separate species, C2H7NO4 in total in a non-equilibrium geometry.

Positions of all 14 atoms, in Å:
C  0.0707  -0.2972  -1.2787
C  0.8829  -1.0319  -0.2069
O  -1.2689  -0.6998  -1.3250
O  2.0710  -0.3001  0.0067
H  -1.6433  -0.6264  -0.4356
H  2.6519  -0.8033  0.5873
H  0.1612  0.7829  -1.0815
H  0.4876  -0.4909  -2.2685
H  1.0982  -2.0568  -0.5331
H  0.2889  -1.0828  0.7203
N  -1.1995  1.6523  1.4597
O  -1.5306  0.4985  1.3810
O  -0.9810  2.2953  2.4425
H  -1.0891  2.1602  0.5318

Summary:
HOMO-LUMO gap = 10.212 eV
SMILES = O=[NH+][O-].OCCO
maximum force = 0.03074 hartree/bohr
HOMO = -10.408 eV
ΔE to the lowest compared entry with this formula, charge and spin = 101.0 kcal per mole

Density functional theory data (ωB97M-V/def2-TZVPD) for a structure of composition C2H7NOS in a non-equilibrium geometry.

Positions of all 12 atoms, in Å:
C  0.2224  1.5563  -0.5608
C  0.6133  -1.1904  -0.7292
N  0.0879  0.0439  1.6127
O  -2.4255  -0.6364  -0.0515
S  -0.3953  0.1071  0.0137
H  -0.3473  2.4047  -0.2018
H  0.2324  1.5262  -1.6448
H  0.0100  -1.6751  -1.4891
H  1.5015  -0.7356  -1.1529
H  0.8677  -1.8971  0.0517
H  0.2129  0.9773  1.9849
H  -0.5800  -0.4810  2.1671

Summary:
HOMO-LUMO gap (alpha / beta) = 7.943 / 8.607 eV
maximum force = 0.08780 hartree/bohr
HOMO (alpha / beta) = -8.634 / -8.408 eV
ΔE to the lowest compared entry with this formula, charge and spin = 161.7 kcal per mole

Density functional theory data (ωB97M-V/def2-TZVPD) for a cluster of 2 separate species, C2H7NOSi in total in a non-equilibrium geometry.

Positions of all 12 atoms, in Å:
C  0.0604  -1.4913  -1.2057
C  -1.2434  0.1301  0.6306
N  -0.0111  -2.4223  -0.4565
O  0.1009  0.2354  0.1298
Si  1.0843  1.4071  -0.2895
H  -1.4078  0.7422  1.6357
H  -1.2097  -0.9191  1.0398
H  -1.8872  0.4032  -0.2714
H  -0.0204  -3.0641  0.3219
H  0.5676  2.3660  -1.2356
H  1.8860  1.7989  0.9553
H  2.0804  0.8139  -1.2543

Summary:
HOMO-LUMO gap = 10.844 eV
maximum force = 0.06554 hartree/bohr
HOMO = -9.977 eV
ΔE to the lowest compared entry with this formula, charge and spin = 82.7 kcal per mole

Density functional theory data (ωB97M-V/def2-TZVPD) for a cluster of 2 separate species, C2H7NP in total in a non-equilibrium geometry.

Positions of all 11 atoms, in Å:
C  -0.5498  -0.5542  -1.6388
C  0.8937  0.2218  1.7032
N  -0.6397  -0.2656  -0.2472
P  0.9428  1.8383  1.4341
H  -0.0189  0.1867  -2.2075
H  -1.4458  -0.6459  -2.1634
H  1.2485  -0.7262  2.2036
H  -0.9514  0.6144  -0.0429
H  -1.0308  -1.1313  0.1348
H  -0.0040  -1.5532  -1.7837
H  1.5553  2.0151  2.6078

Summary:
HOMO-LUMO gap = 8.025 eV
charge = +1
maximum force = 0.07937 hartree/bohr
HOMO = -14.815 eV
ΔE to the lowest compared entry with this formula, charge and spin = 75.6 kcal per mole